(P)
The following is a DFT calculation (ωB97M-V/def2-TZVPD) of the molecule C6H6N2O.

CARTESIAN COORDINATES (ANGSTROEM)
H -2.318 0.459 3.110
N -2.326 1.278 2.383
C -1.571 1.318 1.360
N -0.791 0.272 0.888
C 0.102 0.195 -0.182
C 0.607 1.094 -1.102
C 1.491 0.238 -1.977
C 1.822 -1.050 -1.531
C 0.802 -1.204 -0.410
O 0.256 -2.186 0.137
H -1.631 2.320 0.794
H -0.822 -0.609 1.339
H 0.319 2.148 -1.405
H 2.075 0.583 -2.912
H 2.624 -1.814 -1.877

Summary:
**Gap between HOMO and LUMO**: 7.4 eV
**Structure (SMILES)**: [H]/N=C\NC1=CC=CC1=O

(Q)
The following is a DFT calculation (ωB97M-V/def2-TZVPD) of a structure of composition C6H6N2O.

CARTESIAN COORDINATES (ANGSTROEM)
C -1.803 0.301 -0.434
C -0.506 -0.068 -0.297
C 0.554 0.695 0.155
C 1.917 0.379 0.138
C 2.128 -0.972 -0.062
C -0.050 -1.308 -0.717
H -1.811 1.353 1.966
H -2.436 -0.395 -1.057
H 0.081 2.008 0.395
H 2.777 0.607 0.413
H 3.066 -1.679 -0.071
H -0.681 -2.306 -0.908
N -2.535 1.257 0.050
N 1.203 -1.867 -0.585
O -1.905 1.996 1.014

Summary:
**Gap between HOMO and LUMO**: 8.9 eV

(R)
The following is a DFT calculation (ωB97M-V/def2-TZVPD) of a structure of composition C6H6N2O.

CARTESIAN COORDINATES (ANGSTROEM)
C -1.185 1.754 -0.024
C -0.987 0.273 -0.111
C -1.651 -0.831 -0.242
C -0.657 -2.079 -0.092
C 0.487 -0.247 -0.133
C 2.755 0.036 0.192
H -1.688 2.414 -1.406
H -0.103 2.144 0.657
H -2.339 1.912 0.759
H -2.620 -1.007 -0.536
H -0.889 -3.076 0.240
H 2.761 0.030 1.386
N 0.648 -1.704 -0.036
N 1.539 0.503 -0.254
O 3.927 -0.123 -0.400

Summary:
**Gap between HOMO and LUMO**: 8.3 eV

The data favor (P); the next most stable structure lies 3.997 eV above it.

(P)
The following is a DFT calculation (ωB97M-V/def2-TZVPD) of a cluster of 2 separate species, C2H4P2 in total.

CARTESIAN COORDINATES (ANGSTROEM)
C -3.985 1.082 0.215
P -4.794 -0.208 -0.135
H -3.623 2.077 0.418
C -1.014 -0.844 -0.340
P 0.632 -1.098 -0.075
H -1.193 -0.772 -1.433
H -1.843 -1.329 0.281
H 0.680 -1.733 1.130

Summary:
**Gap between HOMO and LUMO**: 9.6 eV
**Structure (SMILES)**: C#P.C=P

(Q)
The following is a DFT calculation (ωB97M-V/def2-TZVPD) of a structure of composition C2H4P2.

CARTESIAN COORDINATES (ANGSTROEM)
C 0.522 1.150 0.357
C 0.005 -0.967 -0.482
P 1.601 -0.144 0.051
P -0.940 0.641 -0.326
H 0.917 2.135 0.614
H -0.217 -1.547 -1.325
H -0.165 -1.815 0.136
H -1.723 0.548 0.975

Summary:
**Gap between HOMO and LUMO**: 8.5 eV

The data favor (Q); the next most stable structure lies 1.498 eV above it.

(P)
The following is a DFT calculation (ωB97M-V/def2-TZVPD) of the molecule C3H2N2.

CARTESIAN COORDINATES (ANGSTROEM)
C -1.695 -0.059 0.142
C 1.438 -0.600 -0.029
C 0.768 0.559 -0.022
N -2.768 -0.530 -0.040
N -0.648 0.634 0.298
H 1.682 -1.614 -0.239
H 1.223 1.611 -0.110

Summary:
**Gap between HOMO and LUMO (alpha / beta)**: 8.8 / 6.8 eV

(Q)
The following is a DFT calculation (ωB97M-V/def2-TZVPD) of the molecule C3H2N2.

CARTESIAN COORDINATES (ANGSTROEM)
N 1.746 1.526 -0.091
C 0.904 0.753 -0.248
C 0.026 -0.370 -0.350
C -1.035 -0.230 0.689
N -1.727 0.035 1.577
H -0.476 -0.389 -1.385
H 0.562 -1.325 -0.192

Summary:
**Gap between HOMO and LUMO**: 12.7 eV
**Structure (SMILES)**: N#CCC#N

(R)
The following is a DFT calculation (ωB97M-V/def2-TZVPD) of the molecule C3H2N2.

CARTESIAN COORDINATES (ANGSTROEM)
N -2.255 0.853 0.004
C -1.188 0.439 0.165
C 0.152 -0.119 0.412
C 0.950 -0.250 -0.816
N 1.593 -0.356 -1.767
H 0.688 0.533 1.114
H 0.061 -1.100 0.887

Summary:
**Gap between HOMO and LUMO**: 12.8 eV
**Structure (SMILES)**: N#CCC#N

The data favor (R); the next most stable structure lies 0.180 eV above it.

(P)
The following is a DFT calculation (ωB97M-V/def2-TZVPD) of a cluster of 2 separate species, C3H2N2 in total.

CARTESIAN COORDINATES (ANGSTROEM)
C -0.885 -0.964 0.002
C 2.015 0.379 -0.041
C -0.878 0.396 -0.066
N -1.052 -2.122 -0.006
N 3.129 0.620 0.009
H -1.063 1.084 -0.845
H -1.266 0.608 0.945

Summary:
**Gap between HOMO and LUMO (alpha / beta)**: 9.8 / 6.7 eV

(Q)
The following is a DFT calculation (ωB97M-V/def2-TZVPD) of a cluster of 2 separate species, C3H2N2 in total.

CARTESIAN COORDINATES (ANGSTROEM)
C -1.298 -0.368 -0.204
C 1.396 2.008 1.579
C 0.057 -0.432 -0.400
N -2.308 -0.919 -0.371
N 1.097 1.014 1.101
H 0.511 0.123 -1.198
H 0.546 -1.425 -0.507

Summary:
**Gap between HOMO and LUMO**: 7.0 eV

(R)
The following is a DFT calculation (ωB97M-V/def2-TZVPD) of a cluster of 2 separate species, C3H2N2 in total.

CARTESIAN COORDINATES (ANGSTROEM)
C -2.481 -0.091 0.001
C 2.327 0.498 -0.007
C -0.008 0.035 0.011
N -3.627 -0.116 -0.014
N -1.191 -0.073 0.013
H 2.491 -0.117 0.884
H 2.489 -0.136 -0.887

Summary:
**Gap between HOMO and LUMO**: 8.6 eV

The data favor (Q); the next most stable structure lies 0.142 eV above it.